Formula: C47H71GeN4O4P3Rb
Source: OMol25
Level of theory: ωB97M-V/def2-TZVPD

The geometry in XYZ format:
```
131
Properties=species:S:1:pos:R:3:forces:R:3
Rb -0.2547 -0.6157 0.0843 -0.41 -0.96 0.59
C -1.4987 -5.1261 0.4907 -0.07 0.00 0.01
C -0.2236 -4.7002 -0.2376 -0.01 -0.11 -0.14
C -0.5762 -3.9175 -1.5046 -0.04 -0.02 0.04
P 0.7806 -3.6173 0.8687 0.04 -0.06 -0.01
C 1.1975 -4.7590 2.2732 0.05 -0.09 0.07
C 1.6630 -6.1509 1.8575 0.04 -0.08 0.01
C 2.2440 -4.1210 3.1891 0.08 -0.02 -0.01
C 2.3851 -3.4630 0.0085 0.06 -0.01 0.02
C 2.8434 -4.3510 -0.9656 -0.05 -0.05 0.01
C 4.0838 -4.2081 -1.5659 -0.02 0.10 0.10
C 4.8926 -3.1474 -1.1652 0.01 0.02 0.00
C 4.4606 -2.2471 -0.2083 -0.02 -0.04 -0.05
C 3.1915 -2.3640 0.3949 -0.16 0.00 0.12
N 2.6523 -1.3784 1.2217 0.24 0.13 -0.14
C 3.4731 -0.7704 2.1522 -0.10 -0.18 -0.04
C 4.5740 -1.4630 2.7249 -0.03 0.06 0.05
C 5.3188 -0.9434 3.7588 0.02 0.02 0.01
C 5.0254 0.3123 4.2925 -0.03 -0.10 -0.10
C 3.9822 1.0181 3.7300 -0.10 0.06 0.00
C 3.2047 0.5289 2.6694 0.12 0.01 0.05
P 1.8712 1.5361 1.9442 -0.23 -0.15 -0.04
C 2.7205 3.0082 1.1713 0.11 0.09 0.06
C 3.1040 2.7425 -0.2843 0.07 -0.06 -0.02
C 3.9471 3.5583 1.8977 0.09 0.07 0.01
C 0.9611 2.3174 3.3863 0.06 0.04 0.07
C 0.6349 1.2938 4.4701 0.03 -0.05 0.09
C 1.4851 3.6055 4.0209 -0.05 0.06 0.11
H -2.1620 -5.6714 -0.1862 0.02 0.01 0.00
H -2.0447 -4.2510 0.8577 0.03 0.00 -0.02
H -1.2949 -5.7747 1.3442 0.02 0.00 -0.01
H 0.3347 -5.5963 -0.5194 -0.02 -0.03 -0.02
H -1.2493 -3.0845 -1.2716 0.03 -0.07 -0.01
H -1.0952 -4.5571 -2.2240 0.01 0.00 0.02
H 0.3121 -3.5063 -1.9913 -0.01 0.00 0.00
H 0.2553 -4.8546 2.8246 0.00 0.02 0.04
H 2.5373 -6.0875 1.2044 -0.02 0.02 0.02
H 0.8905 -6.7176 1.3355 0.00 0.04 0.00
H 1.9529 -6.7306 2.7389 -0.01 0.01 -0.01
H 3.2199 -4.1174 2.6981 -0.04 -0.02 0.00
H 2.3405 -4.7005 4.1108 0.01 0.02 -0.01
H 2.0376 -3.0815 3.4510 -0.06 -0.02 -0.01
H 2.2152 -5.1833 -1.2634 0.02 0.01 0.00
H 4.4159 -4.9087 -2.3205 0.00 0.01 0.01
H 5.8700 -3.0153 -1.6153 -0.01 0.01 0.01
H 5.0975 -1.4178 0.0781 -0.01 -0.01 -0.01
H 4.8166 -2.4476 2.3470 0.00 0.01 0.02
H 6.1370 -1.5281 4.1648 -0.01 0.00 0.00
H 5.5981 0.7246 5.1122 0.00 -0.01 -0.01
H 3.7559 2.0010 4.1253 0.01 -0.08 -0.02
H 1.9300 3.7682 1.1750 -0.01 0.03 -0.03
H 3.8490 1.9438 -0.3502 -0.01 0.01 0.03
H 3.5453 3.6420 -0.7218 0.00 -0.01 0.01
H 2.2588 2.4468 -0.9014 -0.06 0.00 0.03
H 4.7360 2.8055 1.9496 -0.02 0.02 -0.05
H 3.7395 3.8856 2.9153 0.05 -0.03 -0.10
H 4.3420 4.4172 1.3468 -0.01 0.00 0.01
H 0.0112 2.5674 2.9081 0.00 0.01 -0.01
H 1.5420 0.9231 4.9524 -0.01 0.03 0.01
H 0.0929 0.4308 4.0858 0.05 0.01 -0.07
H 0.0085 1.7575 5.2388 0.03 0.00 -0.02
H 2.3638 3.4292 4.6446 -0.05 0.00 -0.02
H 0.7115 4.0200 4.6768 0.02 -0.02 -0.01
H 1.7401 4.3740 3.2909 -0.08 -0.02 0.00
O 1.9766 -0.1818 -1.1719 0.13 0.04 0.05
H 2.1779 -0.5405 -0.2461 0.50 0.26 -0.24
H 2.8206 -0.1673 -1.6315 0.03 -0.05 0.02
O -0.4173 -1.7133 3.3315 0.09 0.15 0.10
H 0.4288 -1.6378 2.8594 0.01 -0.10 -0.12
H -0.2531 -2.3775 4.0088 -0.06 -0.02 -0.01
O -0.3120 1.5267 -1.4429 0.17 0.45 -0.32
H 0.5663 1.1596 -1.2391 0.34 0.35 -0.44
H -0.2037 2.4842 -1.4697 -0.02 0.04 0.10
O -2.4873 -1.1958 1.5133 -0.15 -0.11 0.27
H -1.9232 -1.4180 2.2786 -0.05 -0.13 0.02
H -3.3850 -1.1254 1.8507 -0.03 0.01 -0.05
C 0.0619 -1.6010 -6.2083 -0.02 0.04 0.03
N 0.6602 -0.4012 -5.6202 -0.08 -0.06 0.07
C -0.1460 0.7537 -6.0136 0.00 0.02 0.02
N -1.5652 0.6460 -5.6768 0.03 -0.11 0.08
C -2.0832 -0.5899 -6.2647 0.03 0.02 0.03
N -1.3514 -1.7967 -5.8787 0.05 0.07 0.16
C -1.5140 -2.0668 -4.4409 0.04 0.02 -0.21
P -0.8995 -0.7110 -3.3268 -0.14 -0.27 0.11
C 0.7474 -0.5115 -4.1582 -0.02 0.06 -0.14
C -1.7606 0.6647 -4.2216 -0.02 0.05 -0.12
H 0.6289 -2.4753 -5.8841 0.00 -0.02 0.02
H 0.1444 -1.5198 -7.2939 0.00 0.01 -0.03
H -0.0663 0.8679 -7.0967 0.01 -0.01 -0.03
H 0.2626 1.6490 -5.5412 0.01 0.01 0.01
H -2.0255 -0.4945 -7.3508 0.01 0.00 -0.03
H -3.1319 -0.7035 -5.9838 -0.01 -0.01 0.01
H -0.9894 -2.9920 -4.1913 0.03 -0.02 -0.03
H -2.5724 -2.2438 -4.2289 -0.02 0.01 -0.02
H 1.3814 -1.3596 -3.8884 0.01 -0.04 -0.03
H 1.2325 0.3806 -3.7561 -0.01 0.03 -0.02
H -1.4014 1.6136 -3.8200 0.01 0.02 0.00
H -2.8303 0.6114 -3.9997 -0.01 0.01 -0.03
C -2.6610 1.9067 2.8999 -0.11 -0.04 0.41
Ge -2.2194 1.8699 1.0083 -0.08 0.35 -0.09
C -1.6979 3.6493 0.4261 0.04 0.42 -0.08
C -2.0337 4.0713 -0.8673 0.10 0.10 0.05
C -1.6543 5.3240 -1.3342 0.01 -0.05 0.06
C -0.9323 6.1840 -0.5141 -0.03 -0.02 -0.04
C -0.6030 5.7893 0.7743 -0.03 -0.09 0.02
C -0.9827 4.5340 1.2391 -0.01 0.08 -0.15
C -3.7838 1.4061 -0.0689 -0.31 -0.14 -0.24
C -3.7030 0.3796 -0.9772 -0.20 0.06 -0.02
C -4.8109 -0.0094 -1.7737 0.20 0.07 0.13
C -5.9993 0.6389 -1.6414 -0.06 0.07 0.03
C -6.1350 1.7175 -0.7279 -0.19 -0.03 -0.13
C -7.3690 2.4099 -0.6045 0.10 -0.06 -0.01
C -7.4976 3.4631 0.2498 0.10 0.06 0.12
C -6.3872 3.8806 1.0227 -0.13 -0.01 -0.07
C -5.1928 3.2293 0.9267 0.09 -0.10 -0.06
C -5.0262 2.1166 0.0542 0.15 0.02 0.08
H -3.7420 1.7766 2.9867 0.05 0.01 0.13
H -2.3751 2.8675 3.3328 -0.07 -0.03 0.03
H -2.1577 1.1137 3.4517 -0.03 0.01 0.00
H -2.6094 3.4166 -1.5145 0.01 -0.02 0.01
H -1.9298 5.6323 -2.3353 0.00 0.00 0.00
H -0.6366 7.1603 -0.8765 0.00 0.00 0.00
H -0.0499 6.4590 1.4220 -0.01 -0.01 0.00
H -0.7149 4.2585 2.2523 -0.04 0.02 -0.03
H -2.7732 -0.1577 -1.1099 0.00 -0.02 -0.02
H -4.7052 -0.8248 -2.4792 0.01 -0.01 0.01
H -6.8586 0.3487 -2.2354 0.01 0.01 0.01
H -8.2078 2.0850 -1.2094 0.01 0.00 0.00
H -8.4423 3.9846 0.3350 0.01 0.01 0.01
H -6.4837 4.7274 1.6902 -0.02 0.00 -0.01
H -4.3500 3.5758 1.5140 -0.02 -0.02 -0.04
```
Positions in Å, forces in eV/Å.

As for the multiplicity: 2. The value obtained for the lowest unoccupied orbital energy (spin up / spin down) is 0.12 / -0.63 eV. The calculation puts the total energy at -5478.583147 a.u. The calculation puts the HOMO energy (spin up / spin down) at -0.23459 / -0.23457 Ha. As for the relative energy (zero: lowest compared OMol25 entry of this formula, charge and spin): 0.0 kcal/mol. The HOMO-LUMO gap (spin up / spin down) comes out at 6.51 / 5.75 eV.